Entry from the OMol25 dataset: a 8-piece molecular cluster, C14H42ClO11S7 overall in a non-equilibrium geometry (ωB97M-V with the def2-TZVPD basis set).

Element x y z (Å)
Cl  23.7475  12.1711  8.0560
O  23.5175  11.2976  6.9391
O  23.0778  11.7530  9.2783
O  25.1610  12.1693  8.3156
O  23.3011  13.5014  7.6933
C  20.4827  12.0116  6.1032
S  19.7617  12.2094  4.4357
O  18.3923  11.6073  4.5364
C  19.5320  14.0193  4.5322
H  21.4775  12.4546  6.1175
H  20.5807  10.9340  6.1962
H  19.8154  12.4595  6.8347
H  19.2403  14.3995  3.5575
H  20.4492  14.4950  4.8765
H  18.7293  14.1373  5.2612
C  21.8664  16.4071  8.1503
S  21.5509  18.1658  7.8775
O  22.8556  18.7378  7.3870
C  20.5402  17.9669  6.4089
H  22.2779  16.2381  9.1398
H  22.5517  16.1424  7.3449
H  20.9606  15.8049  8.0651
H  20.4744  18.9213  5.8927
H  19.5666  17.5657  6.6789
H  21.1057  17.3045  5.7476
C  29.2682  14.4663  5.1387
S  27.5906  14.7012  4.4642
O  27.6753  14.2937  3.0199
C  26.8202  13.3335  5.3483
H  29.2553  14.8451  6.1585
H  29.9537  15.0058  4.4909
H  29.4763  13.4014  5.0465
H  27.1426  12.3729  4.9524
H  25.7421  13.4655  5.2419
H  27.0028  13.3791  6.4218
C  22.1272  12.5428  12.2439
S  22.2393  14.2633  12.7005
O  23.0993  14.4314  13.9164
C  23.2773  14.7367  11.2883
H  21.6395  12.4730  11.2672
H  21.4699  11.9891  12.9147
H  23.0812  12.0267  12.1436
H  24.2074  14.1767  11.3725
H  23.4474  15.8105  11.3200
H  22.7519  14.4763  10.3683
C  25.9308  18.2086  8.9108
S  26.5248  17.0985  7.5955
O  27.9670  16.8165  7.9155
C  25.6559  15.6474  8.2226
H  24.8560  18.3680  8.8093
H  26.4436  19.1645  8.8207
H  26.1514  17.7848  9.8913
H  25.9097  14.7648  7.6493
H  24.5840  15.8395  8.2724
H  25.9062  15.5153  9.2786
C  26.1203  11.0476  11.1688
S  26.9176  11.0163  12.8044
O  28.1658  11.7977  12.5677
C  25.6574  12.0707  13.5659
H  26.7661  10.4640  10.5125
H  26.0142  12.0625  10.7910
H  25.1339  10.5784  11.1288
H  25.8589  12.2729  14.6195
H  24.7342  11.5059  13.4407
H  25.5252  13.0789  13.1666
C  28.2494  13.0849  8.5339
S  29.6892  12.0868  8.9698
O  30.6015  12.0559  7.7810
C  30.3336  13.2303  10.1945
H  28.5957  14.0170  8.0763
H  27.6960  13.3479  9.4330
H  27.6534  12.5397  7.8081
H  31.2285  12.8425  10.6726
H  29.5334  13.4338  10.9022
H  30.6320  14.1229  9.6360

Values from the calculation:
**Highest occupied orbital energy**: -6.50 eV
**2S+1**: 1
**Frontier orbital gap**: 8.36 eV
**Energy relative to the best compared isomer or geometry (same formula, charge and spin)**: 1.83 kcal/mol
**Net charge**: -1